C26H45Cl2N3O18 | ωB97M-V with the def2-TZVPD basis set

Each line ends with the Mulliken spin population.
Cartesian coordinates (Å):
C -2.364 4.951 1.562  0.000
C -1.775 5.852 2.687  0.000
O -0.649 5.083 3.019  0.000
C -0.324 4.164 2.057  0.000
O 0.639 3.383 2.056  0.000
O -1.282 4.101 1.134  0.001
H -2.777 5.683 0.867  0.000
H -3.237 4.487 2.021  0.000
H -2.495 5.920 3.502  0.000
H -1.596 6.871 2.343  0.000
C -6.063 0.276 0.885  0.000
C -6.341 0.044 2.376  0.000
O -5.213 0.569 3.034  0.000
C -4.285 0.997 2.141  0.000
O -3.209 1.531 2.408  0.000
O -4.738 0.742 0.909  0.000
H -6.737 1.020 0.459  0.000
H -6.094 -0.593 0.227  0.000
H -6.443 -1.018 2.603  0.000
H -7.139 0.692 2.738  0.000
C -0.908 0.279 0.141  0.002
C 0.276 1.206 0.050  -0.007
O 1.214 0.416 -0.744  0.006
C 0.580 -0.579 -1.342  -0.004
O 1.062 -1.280 -2.231  0.000
O -0.649 -0.676 -0.844  0.002
H -1.801 0.886 -0.008  0.001
H -0.934 -0.124 1.154  0.001
H 0.817 1.327 0.989  0.001
H 0.018 2.144 -0.440  0.008
C 0.698 -5.064 -2.389  0.000
C 0.833 -4.597 -1.011  0.000
O 2.223 -4.358 -0.994  0.000
C 2.763 -4.350 -2.172  0.000
O 3.997 -4.212 -2.377  0.000
O 1.892 -4.611 -3.086  0.000
H -0.196 -4.676 -2.876  0.000
H 0.527 -6.129 -2.546  0.000
H 0.600 -5.310 -0.220  0.000
H 0.263 -3.675 -0.901  0.000
C 2.880 -0.684 -4.700  0.001
C 1.960 -1.795 -5.220  0.000
O 2.223 -1.872 -6.624  0.000
C 3.265 -1.155 -6.987  0.000
O 3.625 -1.049 -8.153  0.000
O 3.777 -0.455 -5.882  0.000
H 3.499 -1.082 -3.896  0.000
H 2.381 0.226 -4.367  0.000
H 0.909 -1.554 -5.060  0.000
H 2.259 -2.797 -4.914  0.000
C 3.677 1.831 0.997  0.000
C 4.865 2.367 1.784  0.000
O 4.658 3.116 2.752  0.000
N 6.017 1.964 1.261  0.000
C 7.359 2.349 1.788  0.000
H 3.932 1.256 0.107  0.000
H 2.989 2.663 0.842  0.000
H 3.193 1.175 1.720  0.000
H 5.951 1.427 0.407  0.000
H 7.598 2.075 2.816  0.000
H 7.533 3.420 1.683  0.000
H 8.102 1.786 1.223  0.000
C -0.301 1.982 -4.171  0.090
C 0.105 2.905 -3.116  -0.013
O -0.738 3.291 -2.306  0.861
N 1.380 3.247 -3.113  0.036
C 2.018 3.863 -1.996  0.011
H -0.447 1.006 -3.707  -0.006
H 0.422 1.948 -4.987  0.017
H -1.225 2.284 -4.664  -0.001
H 1.887 2.916 -3.921  -0.003
H 2.161 4.929 -2.169  0.000
H 2.924 3.271 -1.863  -0.001
H 1.455 3.747 -1.070  -0.002
C -5.450 -3.971 3.619  0.000
C -4.031 -3.719 3.052  0.000
O -3.073 -3.887 3.764  0.000
N -4.005 -3.367 1.763  0.000
C -2.799 -3.181 1.005  0.000
H -5.409 -4.878 4.223  0.000
H -6.191 -4.100 2.831  0.000
H -5.735 -3.160 4.289  0.000
H -4.862 -3.127 1.285  0.000
H -2.701 -2.178 0.588  0.000
H -2.780 -3.781 0.095  0.000
H -1.894 -3.392 1.573  0.000
Cl -0.370 -0.294 3.762  0.000
C 0.906 -1.480 4.121  0.000
C 0.566 -2.901 3.652  0.000
Cl 0.780 -3.136 1.864  0.000
H 1.042 -1.528 5.201  0.000
H 1.821 -1.091 3.675  0.000
H -0.475 -3.144 3.867  0.000
H 1.212 -3.661 4.092  0.000

Calculated values
total charge = +1
E_HOMO (spin up / spin down) = -11.3 / -11.3 eV
F_max = 6.332 eV/Å
spin multiplicity = 2

***

C26H45F5P2Pt | ωB97M-V with the def2-TZVPD basis set

Each line ends with the Mulliken spin population.
Cartesian coordinates (Å):
Pt 0.928 -0.179 -1.339  0.261
C -1.928 -2.151 2.360  0.316
C -1.415 -3.434 2.038  0.383
C 0.359 -2.007 2.246  0.339
C -0.824 -1.262 2.460  0.287
C -0.003 -3.338 1.968  0.315
C -3.351 -1.799 2.580  0.019
H -4.008 -2.536 2.105  0.000
H -3.579 -0.808 2.164  0.011
H -3.608 -1.766 3.651  0.027
C -0.915 0.171 2.812  0.020
H -1.854 0.614 2.461  0.003
H -0.087 0.733 2.371  0.000
H -0.866 0.301 3.904  0.036
C 1.751 -1.475 2.341  0.089
H 2.136 -1.506 3.372  0.031
H 1.780 -0.437 2.010  -0.017
H 2.434 -2.060 1.716  0.015
C 0.923 -4.472 1.690  0.012
H 0.668 -5.324 2.332  0.013
H 1.956 -4.174 1.896  0.001
H 0.872 -4.814 0.646  0.024
C -2.234 -4.656 1.843  0.030
H -2.603 -5.049 2.801  0.021
H -1.634 -5.440 1.365  -0.001
H -3.109 -4.450 1.214  0.012
C -0.496 0.686 -2.502  0.140
C -1.045 0.132 -1.272  0.027
C -1.809 -1.188 -1.288  0.061
C -0.920 -2.455 -1.430  0.058
C 0.555 -2.139 -1.622  0.137
C 1.019 -1.544 -2.865  0.048
C 0.026 -1.306 -4.002  0.034
C -0.779 -0.003 -3.828  0.022
H -2.563 -1.165 -2.099  0.001
H -1.317 -3.106 -2.237  -0.003
H -2.352 -1.261 -0.325  -0.008
H -1.866 -0.175 -3.922  0.001
H -0.461 1.774 -2.573  0.001
H -1.451 0.877 -0.575  -0.019
H -0.507 0.694 -4.644  0.008
H 0.562 -1.241 -4.966  0.001
H 2.012 -1.808 -3.217  -0.010
H -0.626 -2.193 -4.085  0.001
H -1.007 -3.053 -0.500  -0.009
H 1.230 -2.822 -1.118  0.015
P -3.353 2.314 -0.635  0.026
C -3.714 3.287 0.865  0.002
H -4.387 4.125 0.622  0.001
H -2.768 3.668 1.281  0.000
H -4.179 2.629 1.615  0.000
C -2.762 3.649 -1.752  0.002
H -3.450 4.504 -1.698  0.000
H -2.697 3.279 -2.784  -0.002
H -1.756 3.953 -1.432  0.000
C -5.022 2.043 -1.318  0.000
H -4.928 1.694 -2.359  0.000
H -5.608 2.975 -1.281  0.001
H -5.523 1.253 -0.738  0.000
P 3.969 -0.024 -2.496  0.713
C 4.620 -1.689 -2.139  0.068
H 4.711 -2.272 -3.071  0.009
H 3.882 -2.180 -1.469  0.003
H 5.583 -1.569 -1.617  0.015
C 3.756 0.179 -4.288  0.062
H 3.464 -0.786 -4.738  -0.002
H 4.704 0.575 -4.684  0.027
H 2.923 0.895 -4.429  -0.001
C 5.113 1.229 -1.864  0.077
H 5.646 1.650 -2.733  0.018
H 5.798 0.745 -1.146  -0.001
H 4.551 2.030 -1.341  0.000
F 0.309 2.600 -0.431  0.002
C 1.436 1.841 -0.750  0.177
F 2.081 2.536 -1.776  0.014
C 2.351 1.873 0.492  0.006
F 3.061 3.022 0.543  0.004
F 1.587 1.827 1.621  0.006
F 3.277 0.845 0.591  0.019

Calculated values
total charge = +2
E_HOMO (spin up / spin down) = -11.9 / -12.6 eV
F_max = 5.631 eV/Å
spin multiplicity = 5

***

C26H45MnN4O3P | ωB97M-V with the def2-TZVPD basis set

Each line ends with the Mulliken spin population.
Cartesian coordinates (Å):
Mn -0.837 0.092 -0.147  4.664
C -4.252 1.894 1.904  0.008
C -3.092 1.851 0.916  0.008
O -2.694 0.690 0.566  0.051
C -2.585 3.060 0.477  0.014
C -1.559 3.239 -0.486  0.019
C -1.403 4.609 -1.089  0.006
N -0.805 2.254 -0.880  0.017
N 0.079 2.488 -1.892  0.010
C 0.485 1.382 -2.471  0.026
O 0.061 0.222 -2.149  0.037
C 1.495 1.500 -3.543  0.001
C 1.820 0.369 -4.289  0.005
C 2.809 0.424 -5.251  0.001
C 3.484 1.612 -5.479  -0.001
C 3.151 2.748 -4.755  0.001
C 2.157 2.698 -3.797  -0.003
H -4.795 0.951 1.871  -0.001
H -4.933 2.711 1.678  0.000
H -3.866 2.035 2.916  -0.001
H -3.084 3.956 0.815  0.001
H -1.627 5.378 -0.356  0.000
H -2.092 4.719 -1.926  0.000
H -0.391 4.711 -1.470  0.001
H 1.282 -0.547 -4.103  0.000
H 3.056 -0.460 -5.823  0.000
H 4.266 1.652 -6.224  0.000
H 3.680 3.673 -4.937  0.000
H 1.883 3.572 -3.225  -0.001
C 0.512 -5.018 0.769  -0.003
C 0.420 -3.540 1.139  0.006
C 1.666 -3.105 1.908  0.010
P 0.051 -2.301 -0.239  0.017
C 1.558 -2.223 -1.353  0.004
C 2.526 -1.167 -0.809  0.013
C 2.288 -3.508 -1.718  -0.002
C -1.216 -3.247 -1.247  -0.055
C -2.478 -3.385 -0.395  0.016
C -1.564 -2.455 -2.503  0.022
H 0.750 -5.588 1.668  0.000
H 1.293 -5.207 0.041  0.001
H -0.432 -5.391 0.379  0.000
H -0.445 -3.425 1.809  0.005
H 2.564 -3.341 1.343  0.000
H 1.724 -3.634 2.859  0.000
H 1.655 -2.034 2.104  -0.003
H 1.120 -1.802 -2.263  0.012
H 3.133 -1.558 0.005  0.001
H 1.963 -0.302 -0.440  0.016
H 3.190 -0.822 -1.600  0.000
H 2.851 -3.907 -0.876  0.000
H 3.002 -3.296 -2.514  0.000
H 1.601 -4.268 -2.080  0.000
H -0.832 -4.234 -1.523  0.000
H -2.801 -2.393 -0.067  0.003
H -2.319 -4.000 0.488  0.002
H -3.287 -3.830 -0.974  0.002
H -1.793 -1.414 -2.235  0.005
H -2.436 -2.883 -2.998  0.002
H -0.744 -2.445 -3.216  -0.001
C -1.060 0.858 5.032  0.000
N -0.756 0.526 3.661  0.005
C -1.347 -0.700 3.142  0.048
C 0.000 1.215 2.756  0.024
O 0.295 0.635 1.693  -0.015
N 0.487 2.470 2.977  0.002
C 0.076 3.431 3.978  0.001
C 1.145 3.119 1.853  -0.005
H -1.585 0.015 5.473  0.000
H -1.712 1.730 5.116  0.000
H -0.156 1.013 5.621  0.000
H -1.910 -1.201 3.923  0.003
H -0.570 -1.368 2.771  -0.025
H -2.019 -0.466 2.310  0.011
H 0.066 3.015 4.978  0.000
H -0.906 3.854 3.741  0.000
H 0.807 4.239 3.971  0.000
H 1.212 2.428 1.014  0.015
H 2.147 3.435 2.146  -0.001
H 0.573 3.993 1.533  0.000

Calculated values
E_HOMO (spin up / spin down) = -6.3 / -6.5 eV
F_max = 1.767 eV/Å
spin multiplicity = 6